C4H4N2O2 in the gas phase. Source: the OMol25 dataset; level of theory: wB97M-V/def2-TZVPD.

E = -11284.988 eV
net charge = 0

Structure (XYZ):
```
12
Properties=species:S:1:pos:R:3:mulliken_charge:R:1
O 2.607 -0.121 -0.562 -0.5047
H -2.182 0.824 -0.978 0.4016
O 0.780 1.014 -0.106 -0.3127
C 0.865 -1.450 0.187 0.0388
C 1.457 -0.181 -0.238 0.4988
H -0.574 0.965 1.341 0.3321
H 1.523 -1.907 0.879 0.3660
N -1.376 -1.039 -0.612 -0.3757
C -1.491 0.240 -0.464 0.1101
N -0.401 -1.768 0.130 -0.3803
C -0.523 1.166 0.312 -0.4397
H -0.685 2.256 0.112 0.2657
```

C4H4N2O2 as an isolated structure. Source: the OMol25 dataset; level of theory: wB97M-V/def2-TZVPD.

E = -11282.609 eV
net charge = 0

Structure (XYZ):
```
12
Properties=species:S:1:pos:R:3:mulliken_charge:R:1
N 1.852 -0.214 -0.186 -0.4337
H -0.257 0.726 1.603 0.2746
H 1.816 1.817 -0.488 0.4427
O -2.896 -0.565 -0.036 -0.6254
H 1.172 -2.150 -0.031 0.3262
C -0.302 -0.568 -0.079 -0.0583
C 1.293 0.951 -0.150 -0.3492
N 1.035 -1.124 0.303 -0.2206
H -0.385 -0.633 -1.233 0.2204
O -1.445 1.086 -0.091 -0.2907
C -0.159 0.833 0.432 0.2039
C -1.725 -0.159 -0.044 0.5102
```

C4H4N2O2 in the gas phase. Source: the OMol25 dataset; level of theory: wB97M-V/def2-TZVPD.

E = -11288.276 eV
net charge = 0

Structure (XYZ):
```
12
Properties=species:S:1:pos:R:3:mulliken_charge:R:1
H -2.094 -0.942 2.087 0.3598
N 1.620 0.357 -1.369 -0.5940
O -0.185 -2.023 1.460 -0.5256
H 1.728 -1.507 -0.294 0.3379
N 0.034 -0.174 0.055 0.0511
C -0.610 -0.982 1.043 0.6126
H 0.801 2.237 -1.923 0.3905
C 0.686 1.360 -1.307 -0.4909
O -1.730 -0.333 1.416 -0.4319
C 1.274 -0.536 -0.522 -0.0065
C -0.297 1.036 -0.469 -0.1096
H -1.227 1.506 -0.177 0.4066
```

C4H4N2O2 as an isolated structure. Source: the OMol25 dataset; level of theory: wB97M-V/def2-TZVPD.

E = -11281.650 eV
net charge = 0

Structure (XYZ):
```
12
Properties=species:S:1:pos:R:3:mulliken_charge:R:1
H -0.879 -1.264 -0.402 0.4638
C 0.132 0.143 -0.060 0.6200
C 2.177 -0.394 0.075 0.2929
C -2.105 -0.564 -0.003 -0.6569
N 0.758 -0.978 -0.042 -0.4692
C 1.052 1.489 -0.048 0.0300
H -2.561 -1.129 1.040 0.2102
N 2.222 1.116 0.074 -0.4765
O -1.159 0.430 0.232 -0.2951
H -3.154 -0.183 -0.893 0.1971
O 3.116 -1.007 0.055 -0.2794
H 0.402 2.341 -0.028 0.3631
```

A 2-piece molecular cluster, C4H4N2O2S overall. Source: the OMol25 dataset; level of theory: wB97M-V/def2-TZVPD.

E = -22114.622 eV
net charge = 0

Structure (XYZ):
```
13
Properties=species:S:1:pos:R:3:mulliken_charge:R:1
H -2.892 -1.463 0.129 0.2859
C -2.344 0.711 0.043 -0.3136
O 1.846 -1.835 0.119 -0.4112
O 3.390 0.505 -0.152 -0.2771
H -0.328 -1.998 0.082 0.4097
S -0.946 1.714 0.187 -0.0757
H 3.819 1.242 -0.596 0.3880
C -2.088 -0.643 0.121 -0.4889
H -3.246 1.263 0.000 0.4304
C 0.022 0.229 0.006 0.4271
N 2.170 1.056 0.023 -0.5287
C -0.728 -0.954 0.084 -0.1791
N 1.327 0.174 -0.046 0.3333
```

A 2-piece molecular cluster, C4H4N2O3 overall. Source: the OMol25 dataset; level of theory: wB97M-V/def2-TZVPD.

E = -13329.316 eV
net charge = -2

Structure (XYZ):
```
13
Properties=species:S:1:pos:R:3:mulliken_charge:R:1
O 2.908 -2.755 -0.001 -0.5052
C 1.978 -2.148 0.348 0.0241
N 0.816 -1.923 0.603 0.3682
O 4.556 0.931 -1.425 -0.7562
O 4.616 1.195 0.924 -0.5605
H -1.199 0.946 -0.266 0.2559
C -0.426 -1.218 0.364 -0.6808
H -0.951 -1.106 1.281 -0.1548
N 3.454 0.198 0.534 -0.4475
C 4.170 0.702 -0.300 0.7566
H 0.422 0.223 -0.919 0.2162
C -0.208 0.243 -0.087 -0.6822
H 0.271 0.856 0.793 0.1662
```

C4H4N2O3 in the gas phase. Source: the OMol25 dataset; level of theory: wB97M-V/def2-TZVPD.

E = -13331.396 eV
net charge = 0

Structure (XYZ):
```
13
Properties=species:S:1:pos:R:3:mulliken_charge:R:1
H 0.966 -1.398 1.346 0.3911
C 1.696 -0.397 -0.098 0.4444
O -2.836 -0.456 0.446 -0.4782
N -0.942 0.148 -1.226 -0.2897
C -1.730 -0.047 0.399 0.5335
O 1.808 -1.329 0.864 -0.4773
H -0.647 -0.609 -1.841 0.2792
O 2.548 -0.202 -0.915 -0.4857
H -0.391 2.052 -0.892 0.3568
C -0.553 0.245 1.044 -1.2311
C 0.379 0.367 -0.059 0.7043
H -0.379 0.437 2.089 0.5349
N 0.081 1.190 -1.157 -0.2822
```

C4H4N2OS in the gas phase. Source: the OMol25 dataset; level of theory: wB97M-V/def2-TZVPD.

E = -20074.937 eV
net charge = 0

Structure (XYZ):
```
12
Properties=species:S:1:pos:R:3:mulliken_charge:R:1
N -0.148 -0.103 0.002 0.0423
H -0.130 -2.000 -0.879 0.3568
H -0.774 1.902 0.000 0.3533
S 2.417 -0.857 -0.003 -0.2004
C 1.508 1.634 -0.003 -0.0727
H -0.165 -1.973 0.906 0.3650
N 1.793 2.750 0.003 -0.3365
C -1.160 0.876 -0.001 0.0575
H -1.644 -1.527 -0.013 0.3264
C 1.178 0.204 -0.007 0.5901
O -2.325 0.605 -0.007 -0.4730
C -0.550 -1.511 0.004 -1.0088
```